Molecular formula: CH2N2O3S2
Method: DFT, ωB97M-V with the def2-TZVPD basis set

The geometry in ORCA input format:
```
! RIJCOSX wB97M-V def2-TZVPD def2/J DEFGRID3
* xyz 0 1
C -0.240 1.083 0.612
N 1.112 0.766 0.417
N -0.809 0.038 -0.081
O -0.751 1.926 1.285
O 0.897 -1.916 -0.104
O 1.276 -0.239 -1.837
S -2.316 -0.604 -0.263
S 0.792 -0.578 -0.551
H 1.931 1.292 0.429
H -1.890 -1.769 0.093
*
```

Computed properties:
HOMO energy in Eh: -0.3603
Strongest force on any atom in eV/Å: 3.1
E in Ha: -1170.85888
Lowest unoccupied orbital energy in eV: 0.30
Molecular weight in u: 154.2
HOMO-LUMO gap in eV: 10.1
ΔE to the lowest compared entry with this formula, charge and spin in kcal per mole: 2.0